C24H41N8O8PScSe2 | ωB97M-V with the def2-TZVPD basis set

Properties
* energy above the lowest of the compared OMol25 structures with the same formula, charge and spin: 12.1 kcal/mol
* charge: +1

The geometry in XYZ format:
```
85
Properties=species:S:1:pos:R:3:forces:R:3
Sc 0.45758 1.24530 0.86938 1.30 -0.93 -0.30
C 1.93911 2.73559 -1.87180 -0.23 -0.08 -0.23
C 0.81208 1.76743 -2.33907 0.00 0.27 -0.08
N 0.76273 0.56575 -1.49927 -0.85 -0.21 0.06
C 1.81737 -0.40151 -1.85190 0.35 -0.24 0.48
C 2.40407 -1.08718 -0.61003 -0.15 -0.06 -0.26
N 2.58044 -0.15334 0.50692 -0.04 -0.26 0.42
C 3.82750 0.61929 0.47644 0.13 0.30 -0.04
C 3.76221 1.76068 -0.54415 0.13 -0.48 0.35
N 2.43174 2.38635 -0.53875 -0.05 0.66 0.49
H 1.53553 3.75040 -1.86156 0.06 -0.09 -0.02
H 2.75851 2.72007 -2.60086 -0.11 0.07 0.14
H 0.96450 1.51433 -3.39764 -0.08 0.02 0.13
H -0.15203 2.27747 -2.26502 0.04 -0.12 0.00
H -0.14206 0.10524 -1.62811 0.26 0.21 -0.04
H 2.60437 0.12863 -2.38479 -0.06 0.01 -0.10
H 1.43532 -1.18211 -2.51733 0.02 0.16 -0.06
H 3.35167 -1.57160 -0.88637 -0.09 0.03 0.01
H 1.70502 -1.86085 -0.27844 0.16 0.15 -0.01
H 2.62995 -0.72645 1.35124 -0.22 0.23 -0.15
H 4.69229 -0.02040 0.25013 -0.06 0.06 0.03
H 3.96437 1.05003 1.47181 -0.06 -0.12 -0.10
H 3.97854 1.37217 -1.54055 -0.04 0.12 0.03
H 4.54910 2.48549 -0.30294 -0.11 -0.08 -0.12
H 2.48806 3.22743 0.03431 -0.10 -0.17 -0.21
O 1.22913 -1.63735 5.85651 0.32 -0.21 0.06
C 0.04460 -0.91167 5.64496 -0.58 0.34 -0.10
C 0.12869 -0.23160 4.25227 0.02 -0.02 0.26
C -1.20929 0.50928 4.01945 0.21 -0.64 0.27
O -1.21056 1.39772 2.90587 -0.19 0.73 -0.07
C 0.34093 -1.37633 3.25221 -0.04 0.12 -0.45
Se -0.40549 -1.16034 1.42073 0.06 -0.53 0.21
C 1.33037 0.71550 4.36306 0.13 0.30 -0.35
Se 1.71385 2.08583 2.96037 0.22 -0.01 0.31
H 1.27514 -1.92398 6.77324 -0.04 0.00 -0.04
H -0.08965 -0.14552 6.42120 -0.01 -0.03 -0.08
H -0.82930 -1.58245 5.67328 0.03 0.10 -0.03
H -1.47232 1.04479 4.93899 -0.06 0.07 -0.16
H -1.99247 -0.23067 3.80917 0.14 0.07 0.17
H -0.99892 2.28764 3.23850 0.20 -0.35 -0.16
H -0.15885 -2.27695 3.61664 0.14 0.09 -0.03
H 1.40241 -1.60234 3.14631 -0.10 -0.03 0.13
H 2.24415 0.12608 4.44095 -0.17 0.05 0.10
H 1.23427 1.31081 5.27190 0.02 -0.07 0.01
C -5.87145 -2.02312 -0.10393 -0.47 -0.33 -0.01
N -4.99888 -0.97864 0.57055 -0.39 0.03 0.13
C -5.04885 0.29696 -0.25163 -0.11 0.64 -0.13
N -4.70469 0.04507 -1.59971 -0.23 0.31 -0.24
C -5.57570 -0.95860 -2.17984 -0.15 0.10 -0.11
N -5.49211 -2.21236 -1.45099 -0.44 -0.09 -0.17
C -4.20678 -2.86763 -1.59951 0.58 -0.11 0.03
P -2.76663 -1.85824 -0.94088 -0.52 0.17 -0.11
C -3.60080 -1.43669 0.69131 1.07 -0.24 -0.09
C -3.30207 -0.26866 -1.78673 0.58 -0.30 0.07
H -6.90327 -1.66189 -0.06162 0.12 0.02 0.14
H -5.77255 -2.95799 0.45444 -0.01 0.18 0.07
H -5.36200 -0.78247 1.50543 -0.04 -0.01 -0.08
H -4.33943 0.99565 0.20008 -0.10 -0.14 0.09
H -6.06066 0.70790 -0.20138 0.03 -0.16 0.15
H -5.28812 -1.12270 -3.21723 -0.04 -0.01 0.00
H -6.60667 -0.59667 -2.15034 0.03 -0.02 -0.01
H -4.03055 -3.06586 -2.65931 -0.02 -0.05 0.04
H -4.23727 -3.83260 -1.08712 0.03 0.00 -0.06
H -3.00059 -0.64443 1.14875 -0.12 -0.10 0.07
H -3.54895 -2.31795 1.33460 -0.10 0.11 0.06
H -3.09806 -0.35083 -2.85789 0.02 0.02 0.04
H -2.69707 0.54256 -1.37439 -0.05 -0.11 -0.14
O -0.19682 3.21626 0.41860 0.51 0.68 0.07
C -1.32551 2.88212 -0.00395 -0.82 0.19 -0.37
O -1.67392 1.67689 -0.02787 0.04 -0.23 0.03
C -2.25908 3.93931 -0.51138 -0.14 0.21 -0.06
C -1.85898 5.26944 -0.53033 0.02 0.15 -0.06
C -2.72150 6.23386 -1.03286 -0.26 -1.00 0.09
C -3.99483 5.91352 -1.48375 -0.13 0.03 -0.08
C -4.38488 4.58235 -1.43417 1.20 0.25 0.42
C -3.51975 3.59921 -0.97688 -0.11 0.00 -0.08
N -5.71642 4.18309 -1.84948 -0.25 -0.16 -0.04
O -6.09592 3.09073 -1.46835 -0.18 -0.17 -0.01
O -6.35158 4.94771 -2.52935 -0.16 0.20 -0.14
N -2.27165 7.62364 -1.08821 -0.04 -0.13 0.02
O -3.09650 8.45199 -1.37836 -0.27 0.44 -0.13
O -1.10744 7.82482 -0.84345 0.41 0.21 0.09
H -0.88045 5.54133 -0.16205 0.00 0.06 -0.03
H -4.66100 6.67712 -1.86274 0.04 -0.02 0.03
H -3.82880 2.56935 -1.01003 -0.05 -0.07 0.02
```
Forces are in eV/Å.



C52H49AgN8O2S | ωB97M-V with the def2-TZVPD basis set

Properties
* charge: -2

The geometry in XYZ format:
```
113
Properties=species:S:1:pos:R:3:forces:R:3
Ag 1.15676 -0.76982 1.17790 0.43 0.08 0.32
C -1.52944 -2.52030 4.46930 -0.02 0.00 -0.02
C -1.02329 -3.64272 3.61032 0.04 -0.02 0.01
C -1.77247 -4.80246 3.43316 0.01 0.04 0.04
C -1.33790 -5.82066 2.59733 0.01 -0.03 -0.03
C -0.13174 -5.67412 1.92395 -0.02 0.01 0.00
C 0.64698 -4.53452 2.08064 -0.01 -0.01 0.02
C 1.94198 -4.37109 1.34357 0.01 0.02 0.02
C 0.21035 -3.50470 2.93730 0.00 -0.05 0.04
N 0.93271 -2.31797 3.00813 -0.07 0.05 0.03
C 1.41280 -1.92324 4.18151 -0.08 -0.17 -0.02
O 1.47705 -2.56851 5.24728 0.06 0.07 -0.06
C 1.91826 -0.49331 4.18581 0.04 0.07 0.00
C 2.82066 -0.03040 5.13418 -0.04 -0.03 0.01
C 3.21749 1.29665 5.05785 0.01 0.01 0.01
C 2.68534 2.12362 4.07972 -0.02 0.04 -0.03
C 1.75488 1.59081 3.19365 0.01 -0.03 0.09
N 1.41278 0.30958 3.25966 -0.10 0.05 -0.12
C 1.05153 2.48566 2.17787 -0.12 -0.04 -0.11
O 1.52010 3.62757 2.03432 -0.01 0.03 0.02
N 0.00325 1.91222 1.58429 0.11 0.07 0.07
C -0.98242 2.64384 0.99444 0.00 0.08 -0.03
C -1.69597 1.91832 -0.18368 -0.02 -0.03 -0.12
C -0.68392 -0.29039 -1.06622 -0.03 -0.05 0.07
C -2.45741 2.91324 -1.10174 0.02 0.07 0.01
C -3.12767 4.01803 -0.34545 0.00 0.05 0.05
C -2.69077 4.37810 0.86293 -0.05 0.06 -0.12
C -1.56099 3.75867 1.52580 0.01 -0.13 0.05
C -1.15080 4.31522 2.85733 0.08 -0.05 -0.03
H -2.57116 -2.68697 4.75239 0.01 0.00 -0.01
H -1.45691 -1.57101 3.93000 0.00 -0.01 0.02
H -0.91907 -2.42444 5.36939 0.00 0.00 0.00
H -2.71947 -4.89693 3.95687 0.00 0.00 0.00
H -1.93638 -6.71506 2.46408 0.01 0.01 0.00
H 0.21363 -6.45443 1.25288 0.00 0.00 0.00
H 2.11869 -5.21583 0.67448 0.00 0.00 0.01
H 2.77773 -4.28710 2.04313 -0.01 0.02 -0.01
H 1.92377 -3.45400 0.75076 0.00 -0.03 -0.01
H 3.18060 -0.70964 5.89450 0.00 0.00 -0.01
H 3.93804 1.69013 5.76671 0.00 0.00 0.00
H 2.95544 3.16577 3.97905 -0.01 -0.02 0.00
H 0.30964 -0.65236 -0.83599 -0.14 -0.27 -0.22
H -0.98375 -0.67060 -2.04914 0.05 0.14 -0.06
H -1.36046 -0.70587 -0.32703 0.09 -0.03 0.00
H -3.22005 2.37920 -1.65671 -0.04 -0.09 -0.06
H -3.94792 4.54401 -0.82278 -0.01 -0.02 0.02
H -3.17645 5.20069 1.38335 -0.02 -0.01 -0.01
H -1.92607 4.98101 3.24709 -0.01 -0.02 0.00
H -0.20042 4.85557 2.80776 -0.01 0.01 0.00
H -0.99587 3.50703 3.58450 0.02 0.01 -0.02
C 0.77423 5.75527 -0.52965 0.05 -0.06 0.00
C 1.01918 5.36430 -1.95744 0.01 -0.19 0.04
C 1.38979 6.27928 -2.92004 0.02 0.01 -0.07
C 1.58234 5.92442 -4.26131 -0.01 0.06 0.09
C 1.37864 4.60819 -4.62608 -0.03 -0.07 -0.03
C 1.00950 3.65501 -3.68155 -0.06 0.04 0.03
C 0.82946 3.99479 -2.32224 0.41 0.14 0.06
N 0.42719 3.13882 -1.35288 -0.62 -0.06 -0.15
C 0.40291 1.82901 -1.42791 0.43 0.23 -0.01
N 1.46949 1.18090 -2.01919 -0.22 -0.10 -0.24
C 2.31668 0.03625 -1.80268 0.10 -0.01 0.28
C 2.46961 -0.62814 -0.56954 0.07 -0.05 -0.19
C 3.55529 -1.52386 -0.53405 -0.08 -0.01 0.05
C 4.39358 -1.78147 -1.61181 0.01 -0.04 0.02
C 4.14099 -1.16570 -2.82547 0.01 0.02 -0.06
C 3.09911 -0.25410 -2.93614 -0.02 -0.01 -0.01
C 2.82423 0.41224 -4.25803 0.00 0.02 -0.05
N -0.68219 1.15924 -0.98554 -0.05 -0.01 0.23
C -2.74095 0.92958 0.40531 -0.11 0.09 0.04
C -2.85151 0.80707 1.79227 0.04 0.00 0.01
C -3.80082 -0.00544 2.39209 0.02 -0.01 0.01
C -4.67922 -0.73280 1.60767 -0.01 -0.01 0.00
C -4.57273 -0.64051 0.23189 0.01 0.01 0.01
C -3.62113 0.16862 -0.38901 -0.06 0.02 0.01
C -3.60885 0.08864 -1.90309 0.03 0.02 0.00
H 1.12105 6.77396 -0.33741 -0.02 -0.01 -0.02
H 1.25295 5.06128 0.16539 0.00 0.03 0.00
H -0.29330 5.69076 -0.30107 -0.03 0.00 0.02
H 1.53145 7.31257 -2.61580 0.00 0.00 0.00
H 1.87352 6.66739 -4.99425 0.00 0.00 0.01
H 1.50230 4.30436 -5.66102 0.00 -0.01 0.01
H 0.83317 2.63278 -3.99817 -0.05 0.06 -0.03
H -1.76968 3.33302 -1.84149 0.00 -0.04 0.14
H 2.00352 1.88819 -2.50171 0.05 0.02 0.07
H 3.75797 -2.05176 0.39353 0.00 0.00 -0.01
H 5.21998 -2.47845 -1.51268 0.00 0.00 0.01
H 4.75242 -1.38188 -3.69699 -0.01 0.01 0.00
H 3.41548 -0.05446 -5.04786 0.00 -0.01 0.00
H 3.06616 1.48175 -4.25793 0.02 -0.02 0.02
H 1.76511 0.33552 -4.51885 0.03 -0.01 -0.01
H -2.15612 1.34714 2.41939 -0.04 -0.04 -0.03
H -3.83551 -0.07555 3.47286 0.00 0.00 -0.01
H -5.42345 -1.38027 2.05839 0.00 0.01 -0.01
H -5.23184 -1.23123 -0.39824 0.01 0.01 0.00
H -4.50397 0.56087 -2.31825 0.00 0.00 0.01
H -3.61737 -0.96170 -2.20571 0.00 0.01 0.00
H -2.74490 0.55689 -2.36188 0.01 0.01 0.01
N -2.07631 -3.18784 0.50392 0.04 -0.05 -0.06
C -1.46035 -3.50601 -0.66248 0.03 0.05 0.12
N -0.21945 -3.26927 -0.90651 -0.01 -0.06 -0.01
C 0.10222 -3.60567 -2.20717 -0.10 0.01 -0.11
C 1.34847 -3.41511 -2.79875 0.05 0.01 0.05
C 1.52418 -3.77988 -4.12242 0.01 0.01 0.01
C 0.48054 -4.33116 -4.86820 0.00 0.00 -0.02
C -0.77036 -4.51724 -4.29806 0.02 0.00 0.00
C -0.94602 -4.14631 -2.97344 -0.02 0.03 0.04
S -2.39207 -4.20104 -1.99704 -0.01 0.00 -0.03
H -1.44109 -3.06096 1.28702 -0.01 0.02 -0.02
H -2.90913 -3.69715 0.74668 -0.01 0.02 -0.02
H 2.14975 -2.96976 -2.22029 -0.03 0.00 -0.02
H 2.49056 -3.61688 -4.58484 -0.02 -0.01 0.00
H 0.64233 -4.60427 -5.90437 -0.01 0.00 0.02
H -1.58876 -4.92875 -4.87638 0.01 0.00 0.01
```
Forces are in eV/Å.



C32H50O2 | ωB97M-V with the def2-TZVPD basis set

Properties
* energy above the lowest of the compared OMol25 structures with the same formula, charge and spin: 0.6 kcal/mol

The geometry in XYZ format:
```
84
Properties=species:S:1:pos:R:3:forces:R:3
C 8.98902 -0.06622 -1.46601 -0.18 -0.06 0.02
C 7.72973 -0.58540 -0.81720 0.51 -0.17 -0.04
O 7.64986 -1.61942 -0.20668 -0.03 -0.07 0.02
O 6.71924 0.26352 -0.99471 -0.27 0.43 -0.10
C 5.45234 -0.08663 -0.41146 -0.37 -0.34 0.29
C 4.69018 -0.98437 -1.39212 0.09 0.07 0.11
C 3.17041 -0.81562 -1.34557 0.03 0.00 0.09
C 2.63120 -0.39492 0.02564 -0.21 0.04 -0.19
C 2.88766 -1.50099 1.06459 -0.01 0.07 -0.12
C 3.34032 0.85882 0.51564 -0.01 0.01 0.15
C 2.73361 1.59354 1.45286 0.28 0.03 -0.24
C 1.38283 1.31970 1.87885 -0.33 -0.27 -0.02
C 0.57250 0.53754 1.15777 0.11 0.14 0.31
C -0.89097 0.48220 1.47205 -0.11 0.11 -0.08
C -1.64213 1.65687 0.81440 -0.09 -0.06 0.04
C -3.07794 1.16164 0.60198 0.07 0.05 0.08
C -3.11362 -0.31029 1.05738 0.04 0.04 -0.37
C -4.16077 -1.09806 0.25181 -0.07 -0.04 0.36
C -4.34167 -2.53859 0.73614 0.07 0.11 -0.25
C -5.48070 -0.39083 0.37173 0.25 -0.15 -0.32
C -6.16119 0.11971 -0.63949 -0.27 0.12 0.30
C -7.47096 0.84138 -0.51794 0.10 0.07 -0.37
C -7.25238 2.30404 -0.91848 -0.10 -0.14 0.22
C -8.54218 0.15344 -1.38627 -0.15 -0.11 0.36
C -9.89544 0.85397 -1.28552 0.25 -0.04 -0.20
C -8.69109 -1.30980 -0.97137 0.08 0.16 -0.27
C -1.63810 -0.77716 0.99971 -0.12 -0.02 0.25
C -1.33387 -1.93306 1.95532 0.00 0.12 -0.20
C -1.19940 -1.10572 -0.42768 0.15 -0.08 0.19
C 0.30551 -1.33242 -0.52010 -0.11 0.22 -0.16
C 1.11162 -0.09784 -0.10084 0.12 -0.14 0.08
C 4.71700 1.20488 -0.01564 0.46 0.13 0.01
C 5.57360 1.91031 1.04710 -0.09 -0.12 -0.16
C 4.58361 2.14813 -1.22141 0.08 -0.11 0.07
H 9.66626 0.27754 -0.68667 0.03 0.02 0.05
H 8.75782 0.75623 -2.13523 0.07 0.04 -0.04
H 9.47707 -0.87354 -2.00501 0.01 -0.04 0.00
H 5.67406 -0.64866 0.50423 -0.06 0.13 -0.17
H 4.96107 -2.01986 -1.18081 0.06 0.02 -0.05
H 5.04338 -0.75641 -2.40049 0.02 -0.04 0.02
H 2.71739 -1.76242 -1.64077 -0.08 0.04 -0.03
H 2.85840 -0.06770 -2.07733 -0.06 -0.01 -0.04
H 3.93972 -1.54542 1.32788 0.12 -0.06 0.04
H 2.32364 -1.29273 1.97061 -0.01 -0.03 0.12
H 2.59992 -2.47649 0.68149 -0.05 -0.15 -0.01
H 3.20986 2.45268 1.89775 0.21 0.09 0.03
H 1.01838 1.83147 2.75827 -0.16 0.03 0.11
H -1.01534 0.56603 2.55750 -0.01 -0.04 0.01
H -1.60069 2.54339 1.44565 0.10 0.05 -0.03
H -1.17327 1.91328 -0.13566 0.04 0.06 -0.03
H -3.79536 1.75517 1.16751 -0.08 0.02 -0.09
H -3.36054 1.23352 -0.44865 -0.08 0.03 -0.04
H -3.41897 -0.33888 2.10938 0.00 -0.04 0.07
H -3.87013 -1.11176 -0.80268 0.01 0.07 -0.02
H -3.47778 -3.14959 0.49414 0.11 -0.12 0.04
H -4.49682 -2.56431 1.81212 -0.02 -0.04 0.17
H -5.21242 -2.97984 0.25419 -0.05 -0.09 -0.01
H -5.87800 -0.32718 1.37699 -0.15 0.06 0.22
H -5.76621 0.05504 -1.64624 0.16 -0.06 -0.20
H -7.79770 0.80874 0.52702 -0.02 -0.06 0.03
H -7.03589 2.37828 -1.98228 0.03 0.04 -0.15
H -6.40772 2.71339 -0.36784 0.05 0.09 0.01
H -8.12723 2.90872 -0.69696 -0.09 0.12 -0.04
H -8.20921 0.18642 -2.43025 0.06 0.03 0.00
H -9.85742 1.85488 -1.70628 -0.07 0.13 -0.01
H -10.20929 0.92474 -0.24594 -0.07 0.02 0.15
H -10.64858 0.28921 -1.83117 -0.12 -0.01 -0.03
H -9.42200 -1.81217 -1.60134 -0.09 -0.09 -0.03
H -9.02485 -1.37619 0.06215 -0.05 -0.04 0.16
H -7.74188 -1.83300 -1.05743 0.02 -0.12 0.03
H -1.88124 -1.81074 2.88750 -0.05 0.02 0.12
H -1.60150 -2.89434 1.52643 -0.01 -0.17 0.00
H -0.27309 -1.95068 2.19515 0.15 -0.09 0.06
H -1.48304 -0.28836 -1.09181 -0.09 0.06 -0.16
H -1.70636 -2.00908 -0.77243 -0.11 0.02 -0.06
H 0.56972 -2.18082 0.10731 0.06 -0.12 -0.01
H 0.55054 -1.59105 -1.55182 0.06 -0.08 0.05
H 0.99703 0.65813 -0.89542 0.03 0.02 -0.06
H 5.21300 2.91723 1.23482 -0.03 0.12 0.07
H 6.59975 1.98439 0.69427 0.07 0.08 -0.01
H 5.56428 1.35243 1.98094 0.01 -0.03 0.11
H 4.05700 3.05102 -0.92074 -0.05 0.06 0.02
H 4.03374 1.68619 -2.03420 -0.09 -0.02 -0.17
H 5.57183 2.41874 -1.58408 0.09 0.07 -0.09
```
Forces are in eV/Å.



| no. | lowest unoccupied orbital energy (eV) | HOMO-LUMO gap (eV) | calculated total energy (hartree) |
| --- | --- | --- | --- |
| 1 | -3.22 | 6.405 | -7883.7917 |
| 2 | 3.71 | 5.353 | -3144.7338 |
| 3 | 0.73 | 8.584 | -1399.8427 |